No. 1
98
Properties=species:S:1:pos:R:3 method="wB97M-V/def2-TZVPD" homo_lumo_gap_ev="4.98 / 4.98" total_charge=+2 largest_force_ha_per_bohr=0.0251
Pt -0.45 -0.09 -0.40
O 0.04 -0.14 1.92
S -0.75 -0.32 3.21
C -1.96 -1.67 2.91
C -1.40 -3.07 2.70
C -0.42 -3.17 1.51
C -0.81 -4.16 0.42
S -1.24 -3.33 -1.18
O -0.41 -2.06 -1.26
C -2.93 -2.83 -0.79
C -3.28 -1.50 -0.64
C -4.59 -1.15 -0.36
C -5.55 -2.15 -0.25
C -5.21 -3.48 -0.44
C -3.89 -3.82 -0.72
C 0.37 -1.18 4.31
C -0.05 -1.46 5.60
C 0.82 -2.10 6.47
C 2.10 -2.44 6.04
C 2.52 -2.12 4.76
C 1.65 -1.48 3.88
H -2.51 -1.32 2.03
H -2.63 -1.64 3.77
H -2.25 -3.73 2.55
H -0.90 -3.39 3.61
H 0.58 -3.43 1.88
H -0.30 -2.19 1.07
H -1.67 -4.76 0.67
H 0.01 -4.82 0.15
H -2.53 -0.71 -0.76
H -4.87 -0.11 -0.25
H -6.58 -1.88 -0.04
H -5.97 -4.25 -0.38
H -3.63 -4.86 -0.88
H -1.05 -1.18 5.93
H 0.50 -2.33 7.48
H 2.77 -2.94 6.72
H 3.52 -2.35 4.44
H 1.95 -1.21 2.88
Cl -6.24 7.88 0.69
C -4.96 7.17 -0.21
C -4.49 5.91 0.12
C -3.46 5.35 -0.62
C -2.88 6.02 -1.70
C -1.77 5.38 -2.50
C -0.48 5.19 -1.67
N -0.49 4.02 -0.80
C -0.61 4.00 0.58
C -0.66 2.70 0.95
N -0.59 1.93 -0.19
C -0.48 2.75 -1.22
O -2.04 4.11 -3.07
C -3.36 3.70 -3.46
C -4.18 4.63 -4.29
C -3.80 5.14 -5.50
Cl -2.30 4.94 -6.28
S -5.06 6.07 -6.24
C -6.10 5.77 -4.92
C -5.51 5.00 -3.97
C -3.38 7.29 -2.01
Cl -2.74 8.22 -3.31
C -4.41 7.86 -1.27
H -4.93 5.37 0.95
H -3.11 4.36 -0.36
H -1.49 6.07 -3.30
H -0.31 6.07 -1.05
H 0.36 5.08 -2.36
H -0.62 4.90 1.17
H -0.73 2.27 1.94
H -0.38 2.47 -2.25
H -3.94 3.42 -2.58
H -3.17 2.79 -4.04
H -7.10 6.18 -4.91
H -6.00 4.71 -3.05
H -4.77 8.85 -1.53
C 7.88 0.70 -3.02
C 6.52 0.35 -2.50
C 6.07 -0.96 -2.46
C 4.81 -1.29 -2.01
C 4.39 -2.73 -1.98
C 3.94 -0.25 -1.58
C 2.59 -0.60 -1.24
O 1.70 0.19 -0.90
C 4.40 1.10 -1.58
C 3.57 2.26 -1.09
C 5.67 1.36 -2.05
H 8.42 -0.19 -3.35
H 8.46 1.20 -2.24
H 7.80 1.39 -3.86
H 6.73 -1.75 -2.79
H 5.20 -3.36 -2.34
H 3.52 -2.92 -2.61
H 4.14 -3.05 -0.96
H 2.34 -1.67 -1.30
H 3.19 2.09 -0.09
H 2.71 2.41 -1.74
H 4.17 3.17 -1.09
H 6.02 2.39 -2.07



No. 2
47
Properties=species:S:1:pos:R:3 method="wB97M-V/def2-TZVPD" homo_lumo_gap_ev=8.58 smiles="COc1cn(Cc2ccc(F)c(Cl)c2)c(Nc2cc(C)c(Cl)cc2C)cc1=O" largest_force_ha_per_bohr=0.0472
C -0.69 -1.50 -4.69
O -1.29 -1.24 -3.42
C -0.45 -1.04 -2.35
C -0.99 -0.33 -1.32
N -0.29 0.09 -0.18
C -1.02 0.43 1.06
C -1.15 -0.77 1.96
C -0.63 -0.73 3.27
C -0.74 -1.84 4.12
C -1.33 -3.01 3.62
F -1.42 -4.16 4.37
C -1.83 -3.05 2.31
Cl -2.55 -4.55 1.74
C -1.76 -1.93 1.47
C 1.08 -0.05 -0.14
N 1.91 0.54 0.82
C 1.97 1.91 1.10
C 1.17 2.83 0.42
C 1.31 4.19 0.67
C 0.52 5.27 -0.06
C 2.31 4.66 1.55
Cl 2.52 6.37 1.79
C 3.03 3.75 2.27
C 2.91 2.38 2.05
C 3.85 1.47 2.78
C 1.72 -0.83 -1.07
C 0.99 -1.44 -2.17
O 1.59 -2.14 -2.98
H -0.22 -2.51 -4.67
H -1.45 -1.55 -5.47
H 0.02 -0.71 -4.95
H -2.05 -0.04 -1.42
H -0.48 1.23 1.57
H -1.99 0.85 0.82
H -0.13 0.13 3.70
H -0.40 -1.73 5.17
H -2.12 -1.96 0.45
H 2.78 0.01 0.97
H 0.44 2.57 -0.35
H 0.05 5.96 0.64
H -0.28 4.77 -0.62
H 1.13 5.82 -0.72
H 3.75 4.16 2.94
H 4.45 1.99 3.52
H 4.56 1.05 2.05
H 3.31 0.62 3.25
H 2.78 -1.04 -1.02



No. 3
87
Properties=species:S:1:pos:R:3 method="wB97M-V/def2-TZVPD" homo_lumo_gap_ev=5.44 total_charge=-2 largest_force_ha_per_bohr=0.0035
K -0.28 -0.59 0.15
C 2.42 0.52 2.70
C 3.00 0.56 1.30
N 2.72 -0.64 0.50
C 3.39 -1.83 1.03
C 2.49 -3.05 1.09
C 3.04 -0.38 -0.90
C 2.77 -1.56 -1.83
N 1.36 -1.88 -1.87
C 0.97 -3.04 -2.38
C -0.41 -3.38 -2.29
F -1.23 -2.48 -1.70
C -0.94 -4.56 -2.74
F -2.27 -4.78 -2.59
C -0.17 -5.55 -3.34
C 1.17 -5.25 -3.46
F 2.00 -6.15 -4.06
C 1.73 -4.07 -3.02
F 3.06 -3.89 -3.27
H 2.56 1.50 3.17
H 2.90 -0.23 3.34
H 1.36 0.29 2.68
H 4.09 0.75 1.34
H 2.56 1.40 0.77
H 3.73 -1.61 2.05
H 4.30 -2.04 0.45
H 1.66 -2.87 1.77
H 3.05 -3.92 1.46
H 2.09 -3.30 0.10
H 4.10 -0.10 -1.01
H 2.44 0.47 -1.24
H 3.39 -2.41 -1.51
H 3.16 -1.26 -2.82
H -0.59 -6.48 -3.69
C 3.52 4.17 -0.69
C 3.32 4.72 0.56
C 2.12 4.50 1.21
C 1.16 3.70 0.59
N 1.34 3.16 -0.61
C 2.50 3.40 -1.24
C -0.13 3.40 1.29
C -0.92 4.43 1.77
C -2.11 4.11 2.41
C -2.44 2.77 2.56
C -1.57 1.81 2.06
N -0.44 2.11 1.42
H 4.44 4.31 -1.23
H 4.09 5.32 1.03
H 1.92 4.89 2.20
H 2.60 2.93 -2.21
H -0.62 5.46 1.62
H -2.78 4.88 2.76
H -3.36 2.46 3.04
H -1.77 0.75 2.20
F -2.45 3.25 -0.69
C -3.39 2.25 -0.86
C -3.02 1.03 -1.35
C -4.08 0.17 -1.51
F -3.89 -1.08 -2.00
C -5.40 0.47 -1.21
F -6.41 -0.41 -1.40
C -5.70 1.72 -0.70
F -6.97 2.05 -0.39
C -4.68 2.63 -0.52
F -4.96 3.86 -0.01
O 0.37 -2.25 3.91
B -0.76 -1.67 3.19
O -1.89 -1.90 4.08
C -1.45 -2.55 5.18
C -2.16 -2.97 6.29
C -1.45 -3.63 7.30
C -0.08 -3.84 7.20
C 0.63 -3.40 6.07
C -0.08 -2.76 5.08
H -3.23 -2.80 6.35
H -1.98 -3.97 8.18
H 0.44 -4.35 8.00
H 1.69 -3.56 5.98
N -0.20 0.48 -2.78
C 0.42 1.56 -3.26
O 1.59 1.58 -3.65
C -0.43 2.81 -3.32
I -1.46 2.91 -5.20
H 0.34 -0.39 -2.66
H -1.15 0.56 -2.41
H 0.20 3.69 -3.29
H -1.20 2.84 -2.56



No. 4
68
Properties=species:S:1:pos:R:3 method="wB97M-V/def2-TZVPD" homo_lumo_gap_ev=6.04 largest_force_ha_per_bohr=0.3657
O 1.75 -1.17 -1.60
C 2.56 -1.26 -0.61
O 2.13 -2.03 0.57
Br 3.51 -3.03 1.25
O 3.86 -0.64 -0.52
C 3.76 0.81 -0.80
C 3.11 1.66 0.44
C 4.16 2.61 1.23
C 3.78 2.87 2.80
N 2.38 2.47 3.17
C 2.33 1.15 3.84
C 0.76 0.96 4.07
C -0.05 2.21 3.50
C 1.08 3.16 2.92
H 4.81 1.25 -1.03
H 3.11 1.03 -1.75
H 2.54 0.90 1.09
H 2.31 2.37 -0.05
H 5.27 2.26 1.08
H 4.11 3.66 0.71
H 3.87 4.01 3.08
H 4.56 2.25 3.41
H 3.24 0.49 4.10
H 0.30 0.01 4.57
H -1.18 2.44 3.45
H 0.93 4.19 2.37
C -1.16 -1.98 -1.06
C -2.47 -1.26 -1.27
N -3.55 -0.67 -1.44
H -0.34 -1.38 -1.45
H -1.00 -2.16 0.00
H -1.18 -2.94 -1.59
C 3.80 4.48 6.92
C 4.69 4.36 5.71
N 5.41 4.26 4.74
H 3.61 5.54 7.14
H 2.85 3.98 6.74
H 4.28 4.02 7.79
C -5.11 -0.42 -4.42
C -5.05 -0.78 -5.88
N -5.01 -1.07 -7.06
H -4.18 -0.72 -3.92
H -5.24 0.66 -4.30
H -5.95 -0.93 -3.94
C -1.46 1.67 -3.14
C -0.75 2.81 -2.44
N -0.19 3.72 -1.89
H -2.46 1.98 -3.45
H -0.89 1.36 -4.02
H -1.54 0.81 -2.46
C -7.86 -0.07 -1.24
C -6.37 -0.20 -1.45
N -5.15 -0.32 -1.62
H -8.27 -1.01 -0.88
H -8.06 0.71 -0.50
H -8.34 0.20 -2.18
C -6.69 -4.30 -6.38
C -6.88 -4.89 -5.01
N -7.04 -5.38 -3.92
H -6.02 -4.93 -6.98
H -7.65 -4.21 -6.90
H -6.25 -3.30 -6.29
C 6.56 -5.84 2.60
C 6.09 -4.52 3.15
N 5.72 -3.45 3.59
H 6.89 -6.49 3.42
H 5.75 -6.33 2.06
H 7.40 -5.68 1.91



No. 5
9
Properties=species:S:1:pos:R:3 method="wB97M-V/def2-TZVPD" homo_lumo_gap_ev="8.02 / 7.76" largest_force_ha_per_bohr=0.1270
C 1.28 -0.20 -0.91
C 0.07 -0.18 -0.14
C -0.42 1.05 0.58
N 2.22 -0.17 -1.56
O -0.97 -2.76 -0.17
O -0.68 -1.33 0.02
H -1.49 0.81 0.78
H -0.23 1.87 -0.12
H 0.22 0.91 1.52



No. 6
75
Properties=species:S:1:pos:R:3 method="wB97M-V/def2-TZVPD" homo_lumo_gap_ev="5.62 / 4.59" total_charge=+2 largest_force_ha_per_bohr=0.0385
Pt -0.95 -0.30 -0.31
C -2.36 -2.38 1.83
N -1.24 -2.51 0.89
C -1.46 -3.54 -0.12
C -2.30 -3.00 -1.23
N -2.29 -1.73 -1.60
C -3.20 -1.62 -2.64
C -3.63 -0.53 -3.40
C -4.53 -0.78 -4.42
C -5.02 -2.06 -4.68
C -4.63 -3.15 -3.92
C -3.73 -2.90 -2.90
N -3.14 -3.74 -1.97
C -2.69 -0.94 2.09
N -2.67 -0.01 1.16
C -3.02 1.17 1.76
C -3.16 2.46 1.24
C -3.54 3.45 2.12
C -3.81 3.19 3.46
C -3.70 1.91 3.99
C -3.29 0.91 3.12
N -3.08 -0.45 3.28
H -2.16 -2.89 2.78
H -3.25 -2.83 1.38
H -0.39 -2.71 1.41
H -1.93 -4.44 0.30
H -0.48 -3.84 -0.52
H -3.28 0.46 -3.20
H -4.87 0.04 -5.04
H -5.71 -2.21 -5.50
H -5.00 -4.14 -4.13
H -3.30 -4.74 -1.91
H -2.98 2.66 0.20
H -3.65 4.46 1.75
H -4.12 3.99 4.11
H -3.92 1.71 5.02
H -3.19 -0.96 4.15
S 0.08 0.40 2.03
C 1.67 -0.16 2.43
C 1.96 -0.39 3.78
C 3.21 -0.82 4.15
C 4.19 -1.01 3.19
C 3.92 -0.77 1.85
C 2.66 -0.34 1.45
As 2.20 0.09 -0.40
C 3.92 -0.39 -1.26
C 4.83 0.59 -1.64
C 6.10 0.22 -2.04
C 6.47 -1.11 -2.06
C 5.56 -2.09 -1.70
C 4.27 -1.73 -1.32
C 2.29 2.03 -0.42
C 2.20 2.80 0.73
C 2.20 4.18 0.62
C 2.28 4.79 -0.62
C 2.39 4.02 -1.77
C 2.38 2.64 -1.67
H 1.18 -0.21 4.51
H 3.43 -1.01 5.19
H 5.18 -1.33 3.47
H 4.71 -0.90 1.12
H 4.57 1.64 -1.60
H 6.81 0.99 -2.31
H 7.47 -1.39 -2.36
H 5.84 -3.13 -1.71
H 3.55 -2.50 -1.05
H 2.14 2.34 1.70
H 2.14 4.78 1.52
H 2.25 5.87 -0.69
H 2.45 4.49 -2.74
H 2.42 2.03 -2.57
F -0.47 2.53 -0.62
C -0.78 1.50 -1.46
F -1.96 1.85 -2.02
H -0.02 1.50 -2.26



Energy list, top to bottom, in eV: -128725.953, -56922.093, -100989.717, -112474.806, -8737.381, -124573.154